Record 1
A 2-piece molecular cluster, CH3PS overall at a distorted geometry, computed with ωB97M-V/def2-TZVPD.

XYZ file:
```
6
Properties=species:S:1:pos:R:3
C -1.3030 -0.0015 0.5572
P 1.4963 0.6003 -0.1142
S -1.5270 -1.0776 1.6675
H -2.0889 0.2897 -0.1891
H 1.5944 0.9491 -1.5412
H 1.8281 -0.7600 -0.3803
```

Results
Energy above the lowest of the compared OMol25 structures with the same formula, charge and spin = 81.5 kcal per mole
Highest occupied orbital energy (alpha / beta) = -8.2 / -8.3 eV
Orbital gap (alpha / beta) = 7.210 / 7.544 eV
Spin multiplicity = 1

Record 2
One molecule with the formula C4H6O at a distorted geometry, computed with ωB97M-V/def2-TZVPD.

XYZ file:
```
11
Properties=species:S:1:pos:R:3
C 1.0714 0.9794 -0.1195
C 1.5718 -0.1555 0.3593
C -0.2500 -0.2877 -0.6084
C -1.4727 -0.1755 0.3234
O 0.8086 -1.1340 -0.0601
H 1.1977 2.0528 -0.3304
H 2.4794 -0.4990 0.7099
H -0.3051 -0.3321 -1.7746
H -1.8552 -1.2146 0.4468
H -2.1233 0.5240 -0.1345
H -1.1227 0.2421 1.1882
```

Results
SMILES = C[C@H]1C=CO1
Energy above the lowest of the compared OMol25 structures with the same formula, charge and spin = 69.2 kcal per mole
Highest occupied orbital energy = -8.7 eV
Orbital gap = 9.871 eV
Spin multiplicity = 1

Record 3
One molecule with the formula C2H4N2 at a distorted geometry, computed with ωB97M-V/def2-TZVPD.

XYZ file:
```
8
Properties=species:S:1:pos:R:3
C 1.6484 0.1042 0.0300
C -1.5949 -0.1408 -0.0138
H 2.4322 -0.7461 -0.1108
H 1.7104 1.1472 0.5252
H -1.7187 -1.0482 0.5129
H -2.4775 0.5620 0.0269
N 0.5385 -0.3278 -0.5064
N -0.5385 0.4494 -0.4640
```

Results
SMILES = C=NN=C
Energy above the lowest of the compared OMol25 structures with the same formula, charge and spin = 60.8 kcal per mole
Highest occupied orbital energy = -9.5 eV
Orbital gap = 10.072 eV
Spin multiplicity = 1

Record 4
C6H10O as an isolated structure at a distorted geometry, computed with ωB97M-V/def2-TZVPD.

XYZ file:
```
17
Properties=species:S:1:pos:R:3
C 1.6784 -0.7783 0.1002
C 0.4284 -0.0250 -0.1418
C -0.6642 0.3737 -1.3324
C -1.6173 0.3772 -0.1291
C -0.7286 -0.8639 0.2850
O -1.1733 1.4593 0.6620
C 0.2455 1.2521 0.6973
H 1.8703 -1.6147 -0.5761
H 1.0883 -1.4141 1.1962
H 2.5964 -0.1806 0.2665
H -0.3518 1.3387 -1.7105
H -0.9227 -0.3318 -2.1347
H -2.7096 0.3535 -0.1975
H -0.9278 -1.7203 -0.3707
H -0.1456 -1.4764 1.3865
H 0.7639 2.1179 0.2589
H 0.5699 1.1330 1.7402
```

Results
Energy above the lowest of the compared OMol25 structures with the same formula, charge and spin = 100.9 kcal per mole
Highest occupied orbital energy = -9.4 eV
Orbital gap = 10.297 eV
Spin multiplicity = 1

Record 5
An isolated ion of composition C13H5Cl6O4S and charge -1 at a distorted geometry, computed with ωB97M-V/def2-TZVPD.

XYZ file:
```
29
Properties=species:S:1:pos:R:3
Cl 0.2114 5.5266 1.0489
C 0.9490 3.9705 1.2946
C 0.1954 2.8215 1.2755
Cl -1.5235 2.9126 1.4443
C 0.7923 1.3464 1.2986
O 0.4238 0.5173 2.1589
C 2.3211 1.5144 0.9289
O 2.8334 0.5131 0.4406
C 3.0413 2.7489 1.2824
Cl 4.7225 2.6392 1.3771
C 2.4008 3.9584 1.4654
Cl 3.2911 5.4171 1.6664
Cl -4.4226 -4.5007 -1.2926
C -3.0042 -3.5323 -1.1836
C -2.4970 -3.2045 0.0728
C -1.3016 -2.5043 0.1695
C -0.6439 -2.1169 -0.9784
S 0.8550 -1.1125 -0.6202
C 0.1193 0.5224 -0.0224
Cl 0.1564 1.5079 -1.5284
O 1.4177 -1.7321 0.5384
O 1.5115 -0.9812 -1.9036
C -1.1395 -2.3998 -2.2587
C -2.3415 -3.1424 -2.3602
H -3.0439 -3.4593 0.9522
H -0.9157 -2.1607 1.0988
H -0.9714 0.2989 0.1166
H -0.6634 -1.9850 -3.1537
H -2.7737 -3.3832 -3.3280
```

Results
SMILES = O=C1C(Cl)=C(Cl)C(Cl)=C(Cl)[C@@]1([O-])[C@@H](Cl)S(=O)(=O)c1ccc(Cl)cc1
Total charge = -1
Energy above the lowest of the compared OMol25 structures with the same formula, charge and spin = 0.0 kcal per mole
Highest occupied orbital energy = -4.8 eV
Orbital gap = 6.721 eV
Spin multiplicity = 1

Record 6
A 9-piece molecular cluster, C55H128F24N2O2P7 overall at a distorted geometry, computed with ωB97M-V/def2-TZVPD.

XYZ file:
```
218
Properties=species:S:1:pos:R:3
C 17.1114 -21.3106 -8.9199
C 17.0947 -22.0145 -10.2716
C 16.8796 -23.5108 -10.2649
C 15.3616 -23.8632 -10.0338
P 15.0722 -25.6569 -9.6201
C 15.4738 -25.9508 -7.9355
C 15.5053 -27.4060 -7.2759
C 15.2652 -27.4128 -5.7683
C 16.5069 -27.0256 -4.9294
C 16.0246 -26.7351 -10.7576
C 15.9478 -28.3022 -10.6717
C 16.6750 -28.9959 -11.8833
C 18.1663 -28.9411 -11.9582
C 13.2625 -25.9627 -9.8954
C 12.5898 -25.9125 -11.3190
C 11.0577 -26.2686 -11.3927
C 10.1719 -25.2996 -10.5669
H 17.5510 -21.7936 -8.0472
H 16.0692 -21.0578 -8.7249
H 17.7253 -20.4284 -9.1016
H 17.8755 -21.7296 -10.9768
H 16.2807 -21.6546 -10.9010
H 17.5296 -24.0742 -9.5952
H 17.3224 -23.8830 -11.1887
H 14.8548 -23.8271 -10.9981
H 14.8873 -23.2450 -9.2716
H 14.6057 -25.5845 -7.3875
H 16.3562 -25.3745 -7.6575
H 16.4144 -27.9477 -7.5367
H 14.6785 -27.9832 -7.6899
H 14.9177 -28.3891 -5.4307
H 14.5072 -26.7075 -5.4275
H 16.7742 -26.0180 -5.2478
H 17.3801 -27.6734 -5.0071
H 16.2839 -26.9518 -3.8650
H 17.0457 -26.3721 -10.6404
H 15.5864 -26.3934 -11.6953
H 14.9169 -28.6470 -10.5907
H 16.3805 -28.6561 -9.7360
H 16.1590 -28.7421 -12.8093
H 16.4117 -30.0371 -11.6968
H 18.6850 -29.1679 -11.0267
H 18.4676 -28.0289 -12.4732
H 18.5977 -29.5814 -12.7276
H 12.7292 -25.3096 -9.2047
H 13.0820 -27.0120 -9.6621
H 13.2066 -26.4422 -12.0450
H 12.7164 -24.8701 -11.6113
H 10.8597 -27.2787 -11.0341
H 10.6141 -26.2749 -12.3884
H 10.3883 -24.2763 -10.8738
H 10.3748 -25.3315 -9.4964
H 9.1027 -25.4633 -10.7015
C 7.5764 -24.8787 -13.2087
C 7.9434 -23.3658 -13.3301
C 8.4288 -23.0153 -14.8392
C 9.7590 -23.7385 -15.2582
P 10.5234 -23.2144 -16.8183
C 9.2121 -23.0201 -18.1110
C 8.4709 -24.3049 -18.5492
C 7.6243 -24.0185 -19.7692
C 8.4431 -24.0312 -21.0611
C 11.2683 -21.5406 -16.6763
C 10.6743 -20.3500 -15.8652
C 11.4298 -18.9965 -16.1611
C 10.5132 -17.9192 -16.7319
C 11.6583 -24.5455 -17.5822
C 12.0671 -24.2316 -19.0785
C 12.8644 -25.3642 -19.7232
C 11.9704 -26.6445 -19.9228
H 6.9769 -25.0477 -12.3143
H 8.4840 -25.4823 -13.2101
H 6.9689 -25.0970 -14.0870
H 8.7938 -23.1158 -12.6957
H 7.0774 -22.7393 -13.1165
H 8.3523 -21.9524 -15.0683
H 7.6521 -23.3077 -15.5458
H 9.7779 -24.8282 -15.2432
H 10.4188 -23.4097 -14.4553
H 9.5936 -22.5276 -19.0054
H 8.5267 -22.2693 -17.7179
H 7.9389 -24.7691 -17.7188
H 9.2208 -25.0728 -18.7393
H 7.1130 -23.0987 -19.4854
H 6.8894 -24.8130 -19.8984
H 9.0963 -23.1586 -21.0716
H 7.7897 -23.8841 -21.9211
H 8.9662 -24.9846 -21.1351
H 11.3474 -21.2908 -17.7343
H 12.3383 -21.6568 -16.5039
H 10.5290 -20.7515 -14.8623
H 9.6432 -20.3415 -16.2186
H 12.3629 -19.1179 -16.7113
H 11.5663 -18.6019 -15.1542
H 11.0015 -16.9454 -16.6935
H 9.7002 -17.8095 -16.0142
H 10.0658 -18.0808 -17.7127
H 11.1472 -25.5016 -17.4695
H 12.5591 -24.6229 -16.9735
H 12.5689 -23.2658 -19.0178
H 11.1511 -23.9726 -19.6094
H 13.6129 -25.6254 -18.9752
H 13.4824 -25.1255 -20.5888
H 11.7403 -27.0798 -18.9503
H 12.5058 -27.4383 -20.4437
H 11.0551 -26.3530 -20.4380
C 13.3786 -8.0487 -10.7662
C 14.8031 -8.0450 -10.2575
C 15.7736 -8.3342 -11.4275
C 17.2648 -8.2574 -10.9058
P 18.3718 -9.2072 -12.2003
C 18.3404 -8.2056 -13.7794
C 18.7150 -9.0447 -15.0823
C 17.9786 -8.4529 -16.3226
C 18.2898 -6.9790 -16.5172
C 20.0983 -9.0449 -11.5441
C 20.1882 -9.3871 -9.9617
C 21.3634 -8.9615 -9.1469
C 22.5658 -9.8857 -9.1504
C 17.7811 -10.8537 -12.6331
C 18.8221 -11.9660 -13.0620
C 18.4484 -12.8464 -14.2729
C 17.0411 -13.4529 -13.9060
H 13.3361 -7.2065 -11.4569
H 12.6337 -8.0543 -9.9705
H 13.2525 -9.0327 -11.2178
H 14.8225 -8.7662 -9.4404
H 14.9943 -7.0258 -9.9215
H 15.6566 -7.7465 -12.3380
H 15.4342 -9.3165 -11.7560
H 17.3152 -8.8246 -9.9764
H 17.8550 -7.3567 -10.7369
H 19.0179 -7.3913 -13.5229
H 17.3171 -7.8634 -13.9343
H 18.5687 -10.1221 -15.0057
H 19.7634 -8.8503 -15.3084
H 16.8935 -8.4943 -16.2278
H 18.2138 -9.0462 -17.2063
H 19.3191 -6.7193 -16.7646
H 18.2999 -6.3923 -15.5986
H 17.6202 -6.5722 -17.2750
H 20.4565 -8.0426 -11.7792
H 20.7101 -9.7449 -12.1132
H 20.0155 -10.4425 -9.7512
H 19.3681 -8.8314 -9.5071
H 21.1614 -8.9253 -8.0764
H 21.7250 -7.9727 -9.4288
H 22.7094 -9.9402 -10.2295
H 22.1647 -10.8529 -8.8475
H 23.4934 -9.5711 -8.6722
H 17.0006 -10.5227 -13.3182
H 17.2188 -11.0968 -11.7315
H 18.8837 -12.6213 -12.1931
H 19.8346 -11.5643 -13.1012
H 19.1470 -13.6479 -14.5129
H 18.3552 -12.2503 -15.1807
H 16.5207 -13.8802 -14.7631
H 16.4212 -12.7706 -13.3243
H 17.1431 -14.2638 -13.1847
C 14.8915 -15.9932 -7.7002
C 15.8718 -16.7054 -8.6551
C 15.4556 -18.1712 -9.0375
O 14.2457 -18.1906 -9.7808
C 13.6343 -19.4675 -10.0636
N 15.7683 -15.8448 -9.9679
H 15.8156 -14.8474 -9.8159
H 16.6129 -16.0586 -10.4787
H 14.8702 -15.9956 -10.4047
H 13.8691 -15.8806 -8.0608
H 15.2562 -14.9728 -7.5822
H 14.8318 -16.5262 -6.7512
H 16.8958 -16.6696 -8.2831
H 15.2577 -18.7827 -8.1571
H 16.1027 -18.6987 -9.7383
H 13.2433 -19.2941 -11.0661
H 12.7650 -19.5479 -9.4110
H 14.1908 -20.4014 -9.9840
C 14.9755 -19.3414 -13.5060
C 15.5426 -19.2690 -14.9373
O 14.8840 -19.4702 -15.9227
N 16.9085 -18.6438 -15.0742
H 17.2683 -18.6390 -14.1305
H 17.3244 -19.2721 -15.7468
C 16.8370 -17.1280 -15.5356
H 13.9568 -19.7277 -13.5397
H 14.9466 -18.2899 -13.2202
H 15.5468 -19.8643 -12.7390
H 15.9821 -16.9768 -16.1947
H 17.6927 -16.8364 -16.1447
H 16.6654 -16.5060 -14.6571
P 19.1523 -20.2144 -18.0743
F 19.2740 -19.4945 -16.6644
F 20.2391 -21.2241 -17.4218
F 18.1090 -21.1954 -17.3102
F 19.2077 -21.2437 -19.3185
F 18.0440 -19.3562 -18.7682
F 20.3182 -19.1975 -18.6780
P 18.6340 -17.7225 -11.8647
F 18.0423 -16.1844 -11.6371
F 19.1216 -17.2791 -13.3425
F 20.0118 -17.2204 -11.3012
F 19.4455 -19.1196 -12.2718
F 18.2216 -18.2673 -10.3457
F 17.1996 -18.2915 -12.4350
P 12.9903 -14.9201 -13.6260
F 13.4938 -13.5588 -12.9938
F 14.3988 -15.3260 -14.3216
F 13.4821 -15.6247 -12.2347
F 12.3211 -16.2630 -14.1935
F 11.5056 -14.6931 -13.0672
F 12.6598 -14.1444 -15.0608
P 14.9953 -23.6893 -14.1781
F 16.1601 -24.3905 -13.1397
F 15.8438 -24.0404 -15.5575
F 14.2738 -25.0797 -14.4620
F 13.9521 -22.9233 -15.1971
F 13.9701 -23.2912 -12.9775
F 15.8026 -22.2747 -13.9009
```

Results
Total charge = +1
Energy above the lowest of the compared OMol25 structures with the same formula, charge and spin = 49.0 kcal per mole
Highest occupied orbital energy = -10.6 eV
Orbital gap = 8.366 eV
Spin multiplicity = 1

Repeat the fourth record exactly.
C6H10O as an isolated structure at a distorted geometry, computed with ωB97M-V/def2-TZVPD.

XYZ file:
```
17
Properties=species:S:1:pos:R:3
C 1.6784 -0.7783 0.1002
C 0.4284 -0.0250 -0.1418
C -0.6642 0.3737 -1.3324
C -1.6173 0.3772 -0.1291
C -0.7286 -0.8639 0.2850
O -1.1733 1.4593 0.6620
C 0.2455 1.2521 0.6973
H 1.8703 -1.6147 -0.5761
H 1.0883 -1.4141 1.1962
H 2.5964 -0.1806 0.2665
H -0.3518 1.3387 -1.7105
H -0.9227 -0.3318 -2.1347
H -2.7096 0.3535 -0.1975
H -0.9278 -1.7203 -0.3707
H -0.1456 -1.4764 1.3865
H 0.7639 2.1179 0.2589
H 0.5699 1.1330 1.7402
```

Results
Energy above the lowest of the compared OMol25 structures with the same formula, charge and spin = 100.9 kcal per mole
Highest occupied orbital energy = -9.4 eV
Orbital gap = 10.297 eV
Spin multiplicity = 1

spin multiplicity of number 3 (C2H4N2)?
1